23
Properties=species:S:1:pos:R:3:forces:R:3 method="wB97M-V/def2-TZVPD" de_lowest_kj_mol=777.2 e_homo_ha=-0.361 charge=0 gap_ev=9.21
O 0.103955 -2.341964 2.946448 -0.6295 -0.9362 -0.0581
O 1.182718 -0.608621 3.544904 0.4321 0.8964 0.0356
O 2.826301 -2.817176 0.767786 -1.1214 -0.6785 -0.2331
O 0.805784 -3.275647 0.163323 -0.9322 -1.1853 -0.7683
O 2.263863 -0.407877 1.272571 0.7600 -0.2306 -0.5917
N 0.835226 -1.411079 2.730019 0.0027 -0.9869 0.8620
N 1.611777 -2.602005 0.691799 3.1624 0.4733 1.5995
C -1.331019 -1.431196 0.154399 -0.2972 -2.8629 -0.6116
C -2.657155 0.472639 -0.261440 0.9233 1.2303 -0.2860
C -2.549992 -0.882141 -0.356787 1.9007 -0.7545 0.2811
C -1.607138 1.301157 0.201082 -0.4971 0.8268 -0.6593
C -0.365598 0.788012 0.566989 -0.3207 0.9711 1.1410
C 3.004365 -0.214475 0.002668 0.9388 1.9605 2.3360
C -0.350267 -0.587665 0.559679 3.8886 -1.3097 1.7303
C 1.280453 -1.289642 1.338822 -3.8471 2.9396 -2.8213
H 2.382072 0.465125 -0.598462 0.4538 -0.3075 -0.0633
H -1.828707 2.385136 0.105956 0.5479 -0.7552 0.4094
H -0.999479 -2.569107 0.190680 -1.6252 2.7061 -0.2612
H -3.461055 0.998842 -0.729015 -0.7052 0.0611 0.0290
H 3.261091 -1.153708 -0.485138 0.0502 0.3267 0.1180
H 3.936968 0.348725 0.480671 -1.8093 -1.2757 -1.7460
H -3.244420 -1.449431 -0.960942 -0.1715 -0.2636 0.4992
H 0.465844 1.405635 1.031479 -1.1039 -0.8454 -0.9413

=====

20
Properties=species:S:1:pos:R:3:forces:R:3 method="wB97M-V/def2-TZVPD" de_lowest_kj_mol=389.4 e_homo_ha="-0.349 / -0.324" charge=0 gap_ev="8.34 / 8.44"
S -2.350140 0.613669 -0.130025 0.5937 0.1846 0.3791
O -3.152720 1.111081 1.016088 0.8866 -0.5300 -1.2458
N -2.421656 1.284601 -1.546036 2.0499 -1.1267 1.6835
N -1.699301 -1.925439 -0.178205 -0.0044 1.4407 0.4713
C 0.388598 -2.775321 -0.522596 0.4587 -2.4730 -0.7006
C 1.436139 2.109778 0.511921 -2.8557 0.1173 0.2619
C 1.532778 -0.311510 0.535205 1.0530 0.3011 0.5880
C 0.212948 -0.391010 0.216997 -1.5692 -1.9473 0.3266
C -0.464286 -1.702777 -0.073252 -1.3629 0.8068 -0.0386
C 0.045331 1.931882 0.302253 -1.6399 4.3482 0.9620
C -0.556247 0.732562 0.208669 -0.6365 -0.2168 -0.7806
C 2.098742 0.925763 0.702217 3.3614 2.3693 -0.5790
H 1.812571 3.136004 0.667691 0.1162 -0.9456 -0.2752
H 1.222722 -2.938370 0.139254 0.2448 -0.3093 0.3226
H 0.807252 -2.453319 -1.469465 0.1441 -0.1508 -0.3482
H -0.740646 2.811780 0.365599 2.0779 -1.3809 -0.4273
H 3.208159 1.147430 0.793587 -1.2268 -1.2929 0.4166
H -3.354875 1.518841 -1.674136 -2.4681 0.7460 -0.7186
H -0.215115 -3.716644 -0.667615 0.8463 0.9516 0.1386
H 2.189747 -1.109000 0.801849 -0.0689 -0.8922 -0.4365

=====

22
Properties=species:S:1:pos:R:3:forces:R:3 method="wB97M-V/def2-TZVPD" de_lowest_kj_mol=443.9 e_homo_ha="-0.488 / -0.488" charge=+1 gap_ev="7.26 / 7.27" smiles="C[N+]1=C2C=NC=C[C@H]2N2C=C2S1(=O)=O"
S -0.231938 1.951611 -1.371151 -1.3165 -3.5604 2.2019
O 0.016148 2.788911 -0.264402 -0.1133 1.1259 -0.9451
O -0.345385 2.210681 -2.753566 -0.0096 0.2292 0.4963
N 0.767062 0.498825 -1.128989 -0.9157 0.7454 0.4939
N 1.073685 0.644558 2.429499 -0.3844 1.1230 -0.1352
N -1.452833 -0.156061 0.563757 -0.5898 1.2959 2.1150
C 0.841316 -0.383074 -2.311087 0.6535 0.6933 1.5632
C -0.194568 -1.081905 0.586942 2.8704 -0.1792 1.2101
C 0.506623 -0.501366 2.888725 0.9986 -1.9339 -0.3651
C -2.381049 -0.375291 -0.435123 -0.8080 0.4347 -2.4783
C 0.060942 -1.461311 1.984431 -1.3027 -0.4021 2.5100
C 0.659008 0.045883 0.153805 0.9039 1.5687 -0.2681
C -1.652142 0.741371 -0.579223 -0.6789 -0.3231 -1.6683
C 1.091173 0.977545 1.179358 -0.4606 -2.7173 0.7804
H -0.061595 -0.182435 -2.832667 -0.6060 -0.8622 -1.0044
H 1.571911 1.873795 0.973992 0.8400 1.2843 -0.7664
H 0.769282 -0.599869 3.981837 -1.0364 -0.6059 -1.3175
H -3.168847 -1.177020 -0.689776 1.5682 1.5496 0.3516
H 1.019542 -1.347128 -1.851670 -0.3127 -0.5207 -0.7807
H -0.381459 -2.462458 2.339627 1.0336 1.6644 -0.5535
H -0.222482 -1.955893 -0.017837 -0.4777 -0.4432 -0.9537
H 1.715606 -0.049368 -2.846482 0.1441 -0.1666 -0.4859